Below is C27H48F4N3NbO4P as an isolated structure at a distorted geometry, with properties calculated with ωB97M-V with the def2-TZVPD basis set.

Last column: Mulliken charge in e.
Cartesian coordinates (Å):
Nb  2.005  0.513  -2.201  -0.61
P  2.689  2.894  -2.934  0.33
F  3.478  -0.205  -3.343  -0.71
F  -3.108  1.419  -0.236  -0.35
F  -2.073  1.761  -2.095  -0.29
F  -2.649  -0.245  -1.518  -0.27
O  0.825  0.549  -3.929  -0.71
O  -8.218  2.362  -0.814  -0.44
O  -4.870  3.347  4.766  -0.41
O  4.908  -4.247  1.149  -0.27
N  3.377  0.707  -0.683  -0.05
N  -1.202  -0.713  -4.107  -0.61
N  0.180  -3.632  -1.235  -0.70
C  6.587  -5.771  1.810  -0.54
C  4.324  -5.145  2.092  -0.37
C  2.991  2.801  -4.766  -1.12
C  6.218  -4.690  0.802  -0.51
C  -8.439  0.007  -0.824  -0.58
C  -5.190  4.429  3.890  -0.41
C  4.378  3.316  -2.284  -0.67
C  -4.504  2.608  2.546  0.31
C  -4.276  2.281  4.015  -0.56
C  2.134  -0.255  1.335  0.81
C  0.411  1.428  -0.893  -1.00
C  0.332  -2.330  -1.511  -0.31
C  4.302  4.050  -0.940  -1.06
C  2.469  -1.014  2.635  -1.60
C  5.220  -6.377  2.122  -0.59
C  1.298  -4.353  -1.182  -0.55
C  -0.837  0.746  -0.320  -0.61
C  -4.497  4.134  2.566  -0.63
C  2.561  -3.851  -1.426  -0.36
C  -2.142  0.910  -1.064  0.71
C  -9.194  1.326  -0.711  -0.46
C  3.403  -0.130  0.515  -0.80
C  -0.300  -0.025  -3.928  0.66
C  2.670  -2.495  -1.711  -0.56
C  -6.905  1.797  -0.702  -0.02
C  1.545  -1.668  -1.735  1.03
C  -7.088  0.370  -0.212  -0.50
H  3.395  4.647  -0.932  0.33
H  -4.727  1.335  4.317  0.30
H  3.458  -4.448  -1.404  0.30
H  3.820  -1.131  0.367  0.17
H  -7.154  0.349  0.879  0.23
H  0.981  1.812  -0.054  0.50
H  3.256  3.787  -5.138  0.41
H  -3.751  2.174  1.894  0.08
H  -4.860  5.366  4.343  0.30
H  2.111  2.412  -5.258  0.31
H  -6.433  1.819  -1.689  0.26
H  3.832  2.133  -4.941  0.26
H  -6.308  2.406  -0.023  -0.03
H  1.195  -5.405  -0.936  0.37
H  -3.207  2.247  4.252  0.28
H  1.351  -0.825  0.849  -0.37
H  4.226  3.341  -0.123  0.16
H  1.773  -0.768  3.430  0.44
H  3.301  -5.368  1.786  0.25
H  7.011  -5.320  2.710  0.27
H  -8.312  -0.265  -1.874  0.27
H  6.192  -5.091  -0.217  0.29
H  -3.469  4.501  2.587  0.28
H  -9.694  1.413  0.261  0.27
H  5.152  4.713  -0.812  0.37
H  2.409  -2.081  2.443  0.28
H  -5.483  2.243  2.227  -0.13
H  0.113  2.331  -1.419  0.80
H  5.049  2.459  -2.244  0.35
H  7.307  -6.488  1.416  0.33
H  4.294  -4.651  3.070  0.26
H  3.477  -0.790  2.974  0.38
H  -0.736  -0.271  0.038  0.32
H  -1.066  1.275  0.609  0.31
H  4.812  4.003  -3.009  0.44
H  -9.941  1.457  -1.495  0.27
H  -8.945  -0.814  -0.319  0.35
H  4.931  -7.073  1.331  0.27
H  3.655  -2.089  -1.894  0.55
H  -5.002  4.586  1.714  0.36
H  -6.278  4.467  3.767  0.25
H  5.179  -6.906  3.073  0.35
H  -6.275  -0.287  -0.515  0.41
H  6.901  -3.839  0.820  0.27
H  4.121  0.320  1.212  0.49
H  1.795  0.732  1.631  0.17
H  4.318  0.742  -1.054  0.21
H  -0.589  -1.770  -1.586  0.79

Calculated values
relative energy (zero: lowest compared OMol25 entry of this formula, charge and spin) = 0.00 kcal/mol
E = -2320.6198 hartree
E_HOMO = -4.28 eV
total charge = -1